A structure of composition C4H7FN2 at a distorted geometry. Source: the Open Molecules 2025 dataset; level of theory: wB97M-V/def2-TZVPD.

Structure (ORCA input):
```
! wB97M-V def2-TZVPD RIJCOSX def2/J DEFGRID3
* xyz 0 1
C -1.489 0.552 0.599
C 0.540 -1.308 -0.151
C 1.557 -0.201 -0.300
C 1.555 1.025 -0.639
H -1.304 1.765 0.427
H -2.644 0.192 1.503
H -0.461 -0.052 1.240
H -2.513 -0.473 -0.820
H 1.000 -2.247 0.025
H 0.775 1.640 -1.148
H 2.489 1.524 -0.210
N -1.453 -0.292 -0.555
N -0.711 -1.476 -0.380
F 2.658 -0.649 0.410
*
```

* frontier orbital gap: 9.0 eV
* E_HOMO: -8.813 eV

Atomic partial charges in e from the natural (NBO) method, atoms 1 to 5: C -0.437; C -0.029; C 0.319; C -0.450; H 0.228